ORCA calculation (ωB97M-V with the def2-TZVPD basis set) on a structure of composition C30H42Br2N9OSSe3Si2Te2Zr.

XYZ file:
```
93
Properties=species:S:1:pos:R:3:forces:R:3
Zr -0.4562 -0.5992 -0.3087 -0.7 -0.8 -0.9
Se -0.7883 -1.4210 -2.7973 -0.1 -0.2 -0.3
Se -1.5287 -3.1903 -1.4894 -0.1 0.2 -0.1
Te -3.6658 -2.3351 -0.3701 -0.6 0.0 -0.2
Se -3.0293 0.0727 -0.4512 -0.1 -0.1 0.1
C -3.1812 3.3442 0.7200 -0.1 -0.1 0.0
C -2.1795 2.9525 1.7630 0.1 -0.1 0.0
C -2.2622 3.5540 3.0420 0.0 0.1 0.1
C -1.4176 3.1650 4.0333 -0.1 0.0 -0.1
C -0.4297 2.1914 3.7603 0.0 -0.1 -0.2
C 0.4734 1.6911 4.7188 0.1 0.0 0.3
Br 0.4018 2.3009 6.5152 0.0 -0.1 -0.1
C 1.4104 0.7628 4.3787 0.0 0.1 0.2
C 1.5009 0.3271 3.0536 0.0 -0.1 -0.8
Br 2.8740 -0.8815 2.5894 0.0 0.1 0.1
C 0.6575 0.7648 2.0461 0.4 0.3 0.9
O 0.8194 0.3827 0.7688 0.5 0.8 1.5
C -0.3703 1.6905 2.4341 0.2 0.0 0.1
N -1.2690 2.0453 1.4847 -0.1 0.2 0.0
H -3.3058 4.4274 0.6925 0.0 0.0 0.0
H -4.1505 2.9097 0.9789 0.0 0.0 -0.1
H -2.8929 2.9803 -0.2619 0.1 0.0 0.0
H -3.0165 4.3097 3.2193 0.0 0.0 0.0
H -1.4910 3.5876 5.0257 0.0 0.0 0.0
H 2.1031 0.3845 5.1166 0.0 0.0 0.0
N -2.5736 -0.4357 2.7332 0.0 0.0 0.1
C -1.8388 -1.5405 2.7351 0.1 0.1 -0.2
N -2.0622 -2.3735 3.7413 -0.1 -0.2 0.2
C -1.2829 -3.4412 3.8108 0.0 0.3 -0.1
N -1.5207 -4.3448 4.7590 -0.1 0.0 0.1
N -0.2462 -3.6639 2.9807 0.2 -0.2 -0.1
C -0.1146 -2.8222 1.9883 -0.3 0.0 0.2
N -0.8933 -1.7430 1.7480 0.0 -0.2 0.1
C 0.9631 -3.1599 1.0335 0.2 -0.2 -0.1
C 1.8592 -4.1702 1.3583 0.0 0.1 0.0
C 2.8283 -4.5236 0.4413 0.0 0.0 0.0
C 2.8068 -3.9160 -0.8022 0.0 0.0 0.1
C 1.8588 -2.9431 -1.0552 0.0 -0.2 -0.2
N 0.9726 -2.5268 -0.1432 0.4 0.1 0.4
H -3.3067 -0.3876 3.4207 0.0 0.0 0.0
H -2.6226 0.1549 1.9158 0.0 0.0 -0.1
H -2.3122 -4.2194 5.3651 0.0 0.0 0.0
H -0.9710 -5.1829 4.8031 0.0 0.0 0.0
H 1.7723 -4.6427 2.3232 0.0 0.0 0.0
H 3.5723 -5.2722 0.6787 0.0 0.0 0.0
H 3.5166 -4.1823 -1.5724 0.0 0.0 0.0
H 1.7634 -2.5342 -2.0473 0.0 0.2 0.0
C 1.0318 3.9803 0.1374 -0.1 -0.1 0.3
N 1.1204 3.9488 -1.3056 0.0 -0.1 -0.3
C 1.9072 4.7851 -2.0758 0.0 0.1 0.0
C 1.7328 4.4312 -3.3642 0.0 0.0 0.0
N 0.8437 3.3826 -3.3605 -0.1 0.3 0.2
C 0.4613 3.0830 -2.1026 0.5 -0.1 0.0
S -0.6576 1.8706 -1.7106 -1.0 0.1 -0.3
H 1.8203 4.6174 0.5289 0.0 0.0 -0.1
H 1.1477 2.9733 0.5274 0.0 0.0 0.0
H 0.0640 4.3651 0.4555 0.0 0.0 0.0
H 2.5069 5.5625 -1.6376 0.0 0.0 0.0
H 2.1580 4.8312 -4.2668 0.0 0.0 0.0
H 0.5075 2.8713 -4.1606 0.0 0.0 0.0
C 3.4223 1.8191 -5.5190 -0.2 -0.2 0.0
Si 2.2217 0.3611 -5.4474 0.2 -0.1 0.1
C 0.4159 0.9146 -5.4121 0.2 -0.1 0.0
C 2.5462 -0.7755 -6.9164 -0.1 0.3 0.2
C 2.5967 -0.6763 -3.9033 -0.3 0.3 -0.1
Te 2.2918 0.2470 -1.9591 1.4 0.3 -1.1
C 4.4268 0.6798 -1.8004 -0.1 -0.4 0.2
Si 5.6698 -0.7220 -1.4843 0.1 0.0 0.2
C 7.3713 0.0889 -1.4403 -0.3 -0.1 0.0
C 5.2624 -1.5100 0.1757 0.1 0.1 -0.2
C 5.6926 -2.0647 -2.8124 -0.1 0.3 0.1
H 3.2197 2.4441 -6.3915 0.0 0.0 0.0
H 4.4429 1.4433 -5.6202 0.0 0.0 0.0
H 3.3896 2.4438 -4.6238 0.0 0.0 0.0
H 0.2088 1.7563 -6.0776 0.0 0.0 -0.1
H 0.0827 1.1722 -4.4022 -0.1 -0.2 0.0
H -0.2157 0.0855 -5.7371 -0.1 0.0 0.0
H 2.3080 -0.2820 -7.8609 0.0 0.0 0.0
H 1.9423 -1.6827 -6.8537 0.0 0.0 0.0
H 3.5961 -1.0730 -6.9528 0.0 0.0 0.0
H 3.6462 -0.9650 -3.9197 0.0 0.0 0.0
H 1.9919 -1.5842 -3.9572 0.0 0.0 0.1
H 4.5049 1.3933 -0.9763 0.0 0.0 0.0
H 4.6716 1.2232 -2.7149 -0.1 0.0 0.0
H 7.4103 0.8943 -0.7046 0.0 0.0 0.0
H 7.6280 0.5128 -2.4132 0.0 0.0 0.0
H 8.1407 -0.6407 -1.1804 0.0 0.0 0.0
H 5.4598 -0.8182 0.9970 0.0 0.0 0.0
H 5.8592 -2.4091 0.3461 0.0 0.0 0.0
H 4.2091 -1.7866 0.2211 0.0 0.0 0.0
H 5.9831 -1.6576 -3.7835 0.0 0.0 0.0
H 4.7304 -2.5659 -2.9284 0.0 0.0 0.0
H 6.4324 -2.8214 -2.5420 0.0 0.0 0.0
```
Forces are in eV/Å.

Calculated values
* total charge: +1
* lowest unoccupied orbital energy: -2.95 eV
* energy above the lowest of the compared OMol25 structures with the same formula, charge and spin: 26.28 kcal per mole
* E_HOMO: -0.34741 hartree